The following is a quantum chemistry calculation of a cluster of 2 separate species, C3H5ClS in total at a distorted geometry, from the Open Molecules 2025 dataset.

Each line ends with the Mulliken charge.
Positions of all 10 atoms, in Å:
C  2.713  0.548  -0.567  -0.390
C  -0.132  1.109  -1.078  -0.921
C  0.693  0.895  0.132  -0.078
S  3.397  -0.853  -0.869  -0.173
Cl  0.902  2.330  1.090  -0.130
H  3.150  1.488  -0.833  0.371
H  -1.204  1.382  -0.835  0.313
H  0.195  2.057  -1.408  0.356
H  -0.143  0.176  -1.651  0.279
H  0.754  -0.061  0.800  0.375

- E_HOMO (spin up / spin down): -6.47 / -10.12 eV
- E_tot: -26544.7076 eV
- Spin multiplicity: 3
- F_max: 0.06784 Eh/bohr
- Energy relative to the best compared isomer or geometry (same formula, charge and spin): 43.9 kcal/mol
- HOMO-LUMO gap (spin up / spin down): 7.220 / 7.920 eV